Formula: C21H27B3F6O20
Source: the OMol25 dataset
Level of theory: wB97M-V/def2-TZVPD

The value obtained for the LUMO energy is 0.244 eV. The value obtained for the total energy is -2995.402602 a.u. For the highest occupied orbital energy, the calculation gives -0.4089 Ha. Its orbital gap is 0.418 hartree.

Structure (ORCA input):
```
! RIJCOSX wB97M-V def2-TZVPD def2/J DEFGRID3
* xyz 0 1
C -1.59927 4.66677 -3.76617
C -0.71412 4.41911 -4.97388
C -1.37778 3.45844 -5.95369
C -0.32781 2.88903 -6.96508
B 0.02429 1.40958 -6.62247
O -0.89215 0.43244 -6.28842
B -0.40612 -0.38886 -5.29096
O -1.03413 -1.56319 -5.05864
O 0.70621 -0.02562 -4.53076
B 1.61275 0.76394 -5.18710
C 2.84607 1.43546 -4.47821
C 2.74150 1.45151 -2.99992
O 2.88404 0.50272 -2.24227
F 2.46034 2.67647 -2.49880
O 1.37558 1.01709 -6.51767
H -1.96463 3.72439 -3.38242
H -1.07447 5.20286 -2.98979
H -2.47404 5.21913 -4.08042
H -0.46573 5.34268 -5.47519
H 0.21760 3.95636 -4.65872
H -2.16824 3.93548 -6.50960
H -1.75779 2.62950 -5.37251
H 0.58974 3.44993 -6.83103
H -0.61969 3.03919 -7.99655
H -0.99213 -1.81537 -4.13656
H 3.78883 1.00446 -4.77863
H 2.86916 2.45862 -4.83689
C -0.28942 9.33083 -4.41357
C -0.04393 9.82712 -5.82065
O -0.42680 8.71155 -6.60542
C -1.36246 8.01237 -5.90014
O -2.06065 7.17570 -6.35087
O -1.37541 8.41760 -4.60739
F 1.26312 10.10691 -6.04464
H 0.57632 8.79233 -4.02631
H -0.56636 10.11883 -3.71914
H -0.64509 10.69107 -6.10809
C 4.46033 -0.08926 0.36748
C 3.65288 -0.05464 1.64198
O 4.64000 -0.26043 2.63805
C 5.82512 0.21246 2.14668
O 6.78607 0.42078 2.79809
O 5.72964 0.41627 0.81224
F 2.74287 -1.06197 1.70245
H 4.58331 -1.10873 -0.00018
H 4.04252 0.52655 -0.41936
H 3.14335 0.89184 1.82802
C 0.44564 -2.22901 3.57902
C -0.51618 -3.38941 3.66788
O -1.74396 -2.79352 3.28192
C -1.45021 -1.74917 2.45336
O -2.23310 -1.19948 1.76263
O -0.13311 -1.43924 2.53122
F -0.63186 -3.86652 4.93074
H 0.46530 -1.64877 4.50253
H 1.45632 -2.53191 3.32375
H -0.29106 -4.22052 2.99849
C -4.47469 -4.11086 7.78755
C -3.04904 -3.86054 7.35421
O -2.30401 -4.58254 8.31944
C -3.08268 -5.61452 8.73843
O -2.67503 -6.56546 9.30991
O -4.36982 -5.41764 8.37337
F -2.72030 -2.54770 7.42489
H -4.79663 -3.39002 8.53966
H -5.18235 -4.11551 6.96385
H -2.80259 -4.23677 6.36029
C -0.29359 -8.03276 7.16948
C -0.56466 -9.23899 6.30103
O -1.07200 -8.64660 5.11372
C -0.53766 -7.39630 5.01522
O -0.55661 -6.73016 4.03843
O 0.02048 -7.02981 6.18929
F -1.50607 -10.05507 6.83132
H -1.17749 -7.72640 7.72840
H 0.53533 -8.17243 7.85714
H 0.31820 -9.83171 6.05596
*
```